No. 1
Formula: C13H47N22O13
Source: the OMol25 dataset
Level of theory: ωB97M-V/def2-TZVPD

Geometry as XYZ:
```
95
Properties=species:S:1:pos:R:3:forces:R:3
C -0.2372 0.7374 -0.7400 0.770 0.471 0.728
C -0.2633 -0.0369 0.5864 0.080 0.294 0.232
O -1.3519 -0.1288 1.2069 -0.828 -0.058 -0.656
O 0.7955 -0.4899 1.0965 0.425 0.063 -0.591
H 0.7651 0.7770 -1.1651 -0.114 -0.685 -0.304
H -0.3285 1.7975 -0.4880 -0.581 -0.009 0.245
H -1.0157 0.4626 -1.4479 0.069 -0.128 0.051
C -0.3233 1.8773 -4.0691 -0.391 0.082 0.482
O -0.0713 2.9915 -3.6171 0.332 -0.073 -0.187
N 0.4566 0.7836 -3.9144 0.435 0.265 -0.168
N -1.4846 1.5975 -4.7129 -0.862 0.174 -0.551
H 1.3617 0.9729 -3.5075 -0.209 -0.312 0.218
H 0.0409 -0.1357 -3.9702 0.389 -0.238 -0.051
H -1.6045 0.7342 -5.2136 0.093 0.020 0.035
H -2.0659 2.3660 -4.9998 0.047 0.011 0.208
C 3.7511 1.0288 -3.6195 1.880 0.418 -1.723
O 3.0409 1.2537 -2.6435 -0.016 0.033 -0.819
N 4.1291 1.9402 -4.5799 -1.364 1.020 1.223
N 4.3248 -0.1563 -3.9279 -1.143 -0.719 1.727
H 3.8608 2.8922 -4.3840 0.201 0.010 -0.358
H 4.8488 1.7277 -5.2388 0.068 0.184 -0.056
H 4.1495 -0.8388 -3.2053 0.480 -0.467 -0.509
H 4.9857 -0.2568 -4.6685 0.101 -0.277 0.079
C 4.2915 0.3951 0.6823 0.769 0.607 0.665
O 5.3915 0.3761 0.1349 -0.109 -0.117 -0.326
N 4.1917 0.2159 2.0391 -0.390 -0.396 -0.205
N 3.1240 0.6855 0.0784 0.340 -0.077 -0.184
H 3.2905 0.3471 2.4648 0.228 -0.076 0.384
H 5.0354 0.0484 2.5544 -0.164 -0.020 0.097
H 3.2175 1.0935 -0.8407 -0.393 -0.348 0.037
H 2.2425 0.4158 0.5091 -0.059 0.101 -0.247
C -4.6040 -1.2172 3.0100 -0.344 -1.801 1.114
O -5.5188 -1.8767 3.5240 0.316 0.761 -0.349
N -3.3546 -1.1692 3.4915 0.394 0.394 0.283
N -4.7302 -0.5562 1.8529 -1.500 0.531 -0.903
H -3.0732 -1.7138 4.2924 0.220 0.130 -0.172
H -2.6845 -0.7836 2.8481 0.598 -0.227 0.446
H -4.0434 0.0549 1.4410 -0.361 -0.286 0.405
H -5.6523 -0.6401 1.4556 0.208 0.273 -0.225
C -0.1421 -2.4866 4.6654 -1.955 -0.914 2.140
O -1.2396 -2.1760 5.1414 0.800 -0.188 -0.167
N 0.3574 -1.9843 3.5585 0.733 0.818 -1.585
N 0.6768 -3.4156 5.2666 0.834 -0.057 -0.230
H 1.1828 -2.3912 3.1559 -0.067 0.189 -0.190
H -0.1978 -1.3813 2.9707 0.085 0.061 0.019
H 1.4706 -3.7052 4.7221 0.042 -0.238 0.232
H 0.3844 -4.0430 5.9915 -0.441 0.274 -0.044
C -0.3852 2.2870 3.9101 -0.878 0.652 0.389
O -0.4852 2.9613 4.9240 -0.063 -0.247 -0.124
N 0.7985 1.9285 3.3487 -0.470 -0.059 0.048
N -1.4512 1.8426 3.1455 1.138 0.270 -0.036
H 1.6571 2.1581 3.8113 0.025 -0.054 -0.264
H 0.6750 1.4272 2.4925 1.181 -0.272 -0.196
H -2.3902 1.9807 3.4626 0.124 -0.199 0.298
H -1.2050 1.1791 2.4078 -1.072 0.152 0.472
C 1.1945 -2.6207 -3.3984 -0.666 -0.936 0.193
O 0.1552 -2.2763 -3.9625 0.997 0.440 0.067
N 1.6805 -3.8840 -3.4924 -0.221 -0.832 -0.701
N 1.9389 -1.8742 -2.5533 -0.213 1.481 -0.125
H 1.3351 -4.4285 -4.2649 -0.050 -0.152 0.261
H 2.5328 -4.1673 -3.0455 0.039 0.014 -0.095
H 1.6817 -0.8996 -2.5110 0.166 -0.095 0.645
H 2.5507 -2.2830 -1.8708 -0.034 0.098 0.074
C 2.1162 -4.1757 0.5060 0.014 -0.191 1.228
O 2.1702 -5.3884 0.3713 0.162 0.182 -0.333
N 3.2153 -3.3831 0.7412 0.490 0.038 -0.389
N 0.9692 -3.4722 0.6444 -0.182 -0.607 -0.643
H 3.1717 -2.3912 0.5730 0.176 0.039 0.292
H 4.0963 -3.8305 0.9209 0.008 0.095 -0.273
H 1.0083 -2.4815 0.8179 -0.520 0.257 0.011
H 0.1253 -3.9967 0.4817 -0.179 0.422 0.077
C -5.0841 2.3503 0.3600 0.889 0.647 -2.216
O -5.2810 2.3006 -0.8505 -0.457 -0.335 0.642
N -5.9775 2.8200 1.2684 -0.045 -0.101 0.936
N -3.8556 2.0590 0.8875 -0.189 0.318 1.116
H -6.7971 3.3351 1.0051 0.118 -0.151 -0.379
H -5.6336 2.9691 2.2015 -0.309 0.047 0.050
H -3.0850 1.5985 0.4335 -0.192 0.173 -0.411
H -3.7766 2.2036 1.8775 0.473 -0.151 -0.017
C -3.0147 -2.4105 -1.1359 -1.010 -0.636 -2.279
O -3.6763 -3.2135 -1.8045 0.618 0.085 0.621
N -1.6824 -2.4494 -1.0143 2.475 -0.644 0.662
N -3.5466 -1.2870 -0.6696 -1.041 1.336 0.524
H -1.1552 -1.8276 -0.4132 -0.606 -0.187 -0.231
H -1.1252 -3.1343 -1.4950 -0.440 -0.167 -0.084
H -4.5028 -1.1005 -0.9158 0.035 -0.087 0.267
H -3.0553 -0.6806 -0.0366 0.156 -0.122 -0.091
C 0.9512 4.9275 -0.3670 1.148 1.950 1.462
O 1.3456 5.9214 0.2581 -0.996 -0.300 -0.220
N 1.8723 4.0129 -0.7343 0.045 -1.443 -0.913
N -0.3310 4.6633 -0.6720 -0.706 -0.417 -0.344
H 1.7241 3.5128 -1.6012 0.186 -0.170 0.114
H 2.8094 4.2125 -0.4338 -0.018 0.098 -0.210
H -0.5817 3.7630 -1.0419 -0.012 0.126 -0.211
H -1.0771 5.2529 -0.3526 0.262 0.159 0.087
```
Forces are in eV/Å.

Summary:
Gap between HOMO and LUMO, eV: 8.5619
DFT total energy, a.u.: -2706.89546
Strongest force on any atom, eV Å⁻¹: 3.04
Net charge: -1


No. 2
Formula: C13H48O13
Source: the OMol25 dataset
Level of theory: ωB97M-V/def2-TZVPD

Geometry as XYZ:
```
74
Properties=species:S:1:pos:R:3:forces:R:3
C 4.1429 2.5812 -1.8758 -0.133 -0.265 2.896
O 3.6471 1.2878 -1.4069 0.108 0.146 -0.835
H 4.9039 2.9875 -1.1549 -0.144 -0.681 -1.019
H 4.4759 2.5045 -2.8942 0.121 0.097 -0.280
H 3.3190 3.2549 -1.6755 -0.313 0.307 -0.808
H 4.0772 0.9372 -0.6285 0.291 0.332 0.136
C -0.8360 2.9133 -2.5815 -0.630 -0.084 1.957
O -1.0143 1.5103 -2.3448 0.897 0.083 -0.637
H 0.1926 3.1807 -2.4081 0.495 0.248 0.099
H -1.1254 3.2417 -3.5507 -0.407 0.022 -0.991
H -1.4509 3.4375 -1.8167 0.399 -0.187 -0.593
H -0.1995 1.1147 -2.7384 -0.696 -0.038 0.423
C 2.3790 0.3462 -4.0436 0.606 -1.528 -0.404
O 1.5345 0.4845 -2.9138 1.224 0.465 0.981
H 2.7331 1.2547 -4.5434 -0.241 0.242 0.483
H 3.2839 -0.2707 -3.7362 -1.002 0.646 -0.669
H 1.7615 -0.2019 -4.7648 0.508 -0.027 -0.153
H 2.1914 0.6376 -2.1701 -1.051 0.202 -0.426
C 2.5011 0.7951 2.8599 -1.760 1.350 0.781
O 1.6774 1.5283 1.9518 0.251 -0.113 0.293
H 1.9387 0.1036 3.5285 0.211 0.362 -0.542
H 3.2884 0.2953 2.3808 1.105 -0.953 -0.833
H 2.9252 1.5863 3.4713 0.247 -0.202 0.366
H 1.1308 0.9797 1.3446 0.263 -0.203 0.308
C 1.2696 5.0639 0.8969 -0.608 2.199 -0.714
O 0.8111 3.8122 0.4839 0.999 -1.459 1.174
H 1.5254 5.6570 0.0071 -0.111 -0.197 -0.168
H 0.4205 5.6393 1.3335 0.695 -0.317 0.299
H 2.1929 5.1809 1.4910 -0.501 -0.855 0.276
H 1.1167 3.1561 1.1707 -0.390 0.519 -0.905
C -0.5978 -0.7173 -0.0696 1.103 0.567 -0.182
O 0.1458 0.4644 0.2297 -0.003 -0.472 0.160
H -0.0797 -1.5592 0.3599 0.005 -0.232 0.047
H -1.5753 -0.6133 0.3200 -1.130 -0.291 0.444
H -0.6340 -0.7800 -1.1353 -0.176 -0.494 -0.668
H -0.2257 1.1398 -0.3322 -0.133 0.735 -0.544
C -0.1738 -2.9012 -2.9768 -0.062 -0.208 0.696
O 1.0747 -2.3694 -2.5318 0.240 0.082 -0.428
H -1.0138 -2.3821 -2.5251 -0.170 0.440 -0.264
H -0.2892 -2.9633 -4.0670 0.212 0.065 0.260
H -0.2492 -3.8893 -2.5172 0.220 -0.141 -0.399
H 1.2212 -1.4461 -2.8007 -0.444 -0.164 0.117
C 2.8991 -3.2639 0.4406 0.412 0.500 0.320
O 2.1127 -3.8816 -0.4959 -0.662 -0.847 -1.182
H 3.4129 -4.0764 0.9232 0.452 0.052 0.798
H 3.6355 -2.5583 0.0291 -0.009 -0.172 -0.060
H 2.2611 -2.7008 1.1163 0.112 0.204 0.674
H 1.9812 -3.3008 -1.2495 -0.446 0.240 -0.397
C -0.5590 -2.2338 3.2393 0.146 -0.888 -0.727
O -1.0890 -3.0500 2.1464 2.413 -0.412 -0.539
H -0.9100 -1.2180 3.0877 0.081 0.067 0.303
H -0.9642 -2.7104 4.1151 -0.217 0.372 0.707
H 0.5500 -2.2572 3.3609 -0.721 -0.005 -0.489
H -0.2972 -3.4769 1.6967 -1.650 0.697 0.718
C -2.4936 1.1158 2.6631 -0.457 -0.769 -1.302
C -1.7875 2.4402 2.5877 1.148 0.066 -0.553
O -2.1985 3.3338 3.6159 0.137 -0.692 0.067
O -2.3610 0.4994 3.9246 1.270 0.776 0.489
H -2.1490 0.4353 1.8325 -0.055 0.680 0.808
H -3.5386 1.3013 2.4693 -0.611 0.084 -0.068
H -2.0147 2.8854 1.6010 -0.105 -0.050 0.507
H -0.6786 2.2865 2.5572 -0.686 0.142 0.428
H -2.1824 2.7858 4.4199 -0.051 0.395 -0.188
H -3.0429 -0.1356 4.0776 -0.697 -0.474 -0.052
C -4.4365 -3.1294 -1.2881 -0.836 -0.802 0.826
C -4.2532 -3.3325 0.2280 0.277 0.396 -0.528
O -4.9137 -2.2617 0.8985 0.101 0.190 0.328
O -3.5014 -2.2597 -1.8514 0.624 0.296 -0.229
H -5.4578 -2.7595 -1.4733 0.108 -0.169 0.117
H -4.3444 -4.1079 -1.7839 0.144 0.381 0.030
H -3.1806 -3.3147 0.4412 0.065 -0.008 0.022
H -4.6421 -4.2777 0.5917 -0.245 -0.345 -0.239
H -4.7325 -2.3451 1.8455 -0.038 0.065 -0.333
H -3.5409 -1.4139 -1.3935 -0.097 0.032 0.009
```
Forces are in eV/Å.

Summary:
Gap between HOMO and LUMO, eV: 10.1393
DFT total energy, a.u.: -1502.01545
Strongest force on any atom, eV Å⁻¹: 2.91
Energy relative to the best compared isomer or geometry (same formula, charge and spin), kJ/mol: 47.4
Net charge: 0
Structure (SMILES): OCCO.OCCO.CO.CO.CO.CO.CO.CO.CO.CO.CO


No. 3
Formula: C13H49CaN12O12
Source: the OMol25 dataset
Level of theory: ωB97M-V/def2-TZVPD

Geometry as XYZ:
```
87
Properties=species:S:1:pos:R:3:forces:R:3
Ca -3.6468 0.2062 1.3591 -0.680 -0.670 -1.396
C 0.6585 -0.3280 0.2646 -0.471 -0.085 1.141
C -0.1953 0.9754 0.4807 0.016 -1.049 -0.049
O -1.3527 0.7404 1.2327 1.349 -0.024 -0.987
H 1.5848 -0.1818 -0.2911 -0.293 0.340 -0.313
H 0.0630 -1.1418 -0.1491 -0.036 0.283 -0.476
H 0.9685 -0.6970 1.2423 0.058 0.086 0.212
H -0.3376 1.5092 -0.4588 -0.481 0.047 -0.080
H 0.4058 1.6213 1.1207 0.441 0.299 0.340
C 1.9470 1.4474 -3.4903 1.217 0.941 0.649
O 2.7925 0.3702 -3.1793 -0.935 -1.264 -0.827
H 1.7550 1.6512 -4.5437 -0.093 -0.716 -0.183
H 1.0267 1.3700 -2.9114 -0.440 0.224 -0.050
H 2.5413 2.3049 -3.1748 -0.720 0.708 0.141
H 3.4663 0.7265 -2.5957 0.926 0.111 0.248
C 1.1214 4.9977 -0.3891 0.597 0.780 -1.330
O 1.8965 4.5787 -1.5102 -0.082 -0.334 0.032
H 0.3921 5.7106 -0.7738 -0.466 0.049 0.297
H 0.6181 4.1286 0.0347 0.249 0.103 0.459
H 1.8164 5.5698 0.2255 -0.586 -0.417 0.968
H 2.6518 5.1713 -1.5059 0.199 -0.212 -0.431
C -0.4651 0.9151 4.6401 -0.494 -0.957 0.839
O -0.3335 1.9572 3.7458 0.510 1.430 -0.972
H 0.0187 1.1551 5.5868 0.191 0.148 -0.219
H -1.5171 0.7610 4.8801 -0.222 -0.280 0.089
H -0.0530 -0.0129 4.2437 0.145 -0.104 0.151
H -0.5544 1.6711 2.8565 -0.125 -0.140 0.328
C 2.7474 -2.6202 -1.1502 0.740 -0.609 1.266
O 3.1712 -2.5858 0.2319 0.047 0.320 -0.042
H 2.8492 -1.6389 -1.6135 -0.313 -0.065 -0.166
H 3.4720 -3.3112 -1.5811 -0.248 0.124 -0.456
H 1.7546 -3.0687 -1.1864 -0.109 0.210 -0.478
H 2.4422 -2.3948 0.8266 -0.059 -0.103 0.006
C 2.3287 -3.9280 3.7695 0.543 -0.663 -0.611
O 1.8724 -2.7328 3.1368 -0.698 0.415 0.307
H 3.2025 -3.7034 4.3811 -0.021 -0.286 -0.033
H 1.5877 -4.4767 4.3507 -0.324 0.475 0.251
H 2.5870 -4.6065 2.9564 0.352 0.030 0.111
H 2.1374 -2.0111 3.7117 0.025 0.160 -0.072
C 0.5009 -3.0965 -3.5615 -1.304 -0.153 1.544
O -0.0596 -4.0333 -2.9905 -0.372 -0.021 0.320
N 0.1718 -1.8171 -3.3947 -1.603 1.758 0.619
N 1.5474 -3.2009 -4.3176 2.161 -1.618 -1.511
H -0.6588 -1.6358 -2.8494 0.273 0.341 -0.314
H 0.7561 -1.1039 -3.8071 -0.327 0.175 0.496
H 1.8942 -4.1495 -4.3156 0.516 0.314 -0.868
H 1.7929 -2.4516 -4.9488 0.483 -0.657 0.047
C 4.7833 2.0430 -0.6196 -0.586 -2.225 -1.450
O 4.7961 1.5213 -1.7047 0.199 -0.452 -2.984
N 3.6529 2.3414 -0.0396 -3.731 1.224 1.574
N 5.7945 2.1331 0.1516 4.222 1.033 3.399
H 3.6239 2.4267 0.9664 -0.417 0.051 -0.326
H 2.8379 2.0581 -0.5646 0.032 0.330 0.353
H 6.7433 1.8771 -0.0815 -0.404 0.009 -0.276
H 5.6156 2.4411 1.0967 0.624 0.030 -0.208
C -3.6357 3.4718 0.5102 -3.505 -1.106 0.709
O -4.0941 2.3161 0.6381 -0.283 0.498 1.178
N -4.2558 4.5933 0.6108 -4.303 2.049 0.876
N -2.4513 3.7119 0.2190 8.987 -1.863 -1.832
H -5.2317 4.5157 0.8593 0.004 0.815 -0.177
H -3.7977 5.4531 0.3443 -0.684 -0.075 0.259
H -1.9302 4.5689 0.1001 -0.627 0.012 0.175
H -1.8884 2.8733 0.2270 0.321 0.351 -0.336
C -2.5585 -2.1092 3.4296 -0.871 -0.515 0.712
O -3.4476 -1.4510 2.9178 -1.754 2.029 -1.026
N -1.3190 -1.9892 3.1497 3.625 1.188 -1.890
N -2.8021 -2.9967 4.3344 -1.805 -1.286 1.539
H -0.6379 -2.4228 3.7565 0.547 0.464 -0.687
H -1.1706 -1.2586 2.4683 1.141 -0.159 0.347
H -2.0777 -3.6332 4.6348 -0.904 -0.236 0.293
H -3.8067 -3.0140 4.4370 0.143 -1.249 1.037
C -3.6114 0.7019 -2.1710 -2.484 -0.122 0.843
O -3.8251 0.4442 -0.9962 -0.209 -0.582 0.947
N -4.4873 0.8035 -3.1005 -5.800 -1.071 -1.596
N -2.5011 1.0436 -2.6485 7.985 1.192 0.315
H -5.3869 0.4738 -2.7807 -0.366 0.213 -0.803
H -4.3422 1.0216 -4.0760 0.034 -0.055 0.435
H -1.8378 0.9692 -1.8905 0.978 0.221 -0.795
H -2.1966 0.9806 -3.6094 -0.149 0.049 0.320
C -2.5228 -2.6019 -0.4497 -1.579 -1.900 -0.330
O -3.1433 -1.7896 0.1616 -2.297 4.375 1.691
N -1.6059 -3.2695 0.1632 4.767 -2.064 2.242
N -2.8122 -3.1905 -1.5842 0.004 -0.419 -2.831
H -1.1104 -2.8714 0.9482 -0.336 -0.226 -0.037
H -1.1766 -4.0726 -0.2735 0.198 0.153 0.161
H -3.5601 -3.0285 -2.2434 0.132 0.303 0.472
H -1.9889 -3.6956 -1.8794 -0.386 -0.424 -1.288
```
Forces are in eV/Å.

Summary:
Gap between HOMO and LUMO (alpha / beta), eV: 9.3255 / 4.5670
DFT total energy, a.u.: -2761.88843
Strongest force on any atom, eV Å⁻¹: 9.36
2S+1: 2
Net charge: +2


The highest net charge belongs to which entry?
C13H49CaN12O12